ORCA calculation (ωB97M-V with the def2-TZVPD basis set) on a molecular structure, C4H6LiLuO7 at a distorted geometry.

Output
Energy relative to the best compared isomer or geometry (same formula, charge and spin), kJ/mol: 0.0
Total charge: 0
Largest force on an atom, Eh/bohr: 0.0659
E_HOMO, eV: -7.43
Kohn-Sham gap, eV: 6.90

Geometry (Å):
1 O -3.17 -1.53 2.74
2 C -2.20 -0.76 2.53
3 O -1.89 0.19 3.30
4 O -1.57 -0.92 1.36
5 O 0.98 0.59 -0.66
6 C 0.00 -0.37 -0.35
7 C -0.57 0.03 1.01
8 Li -3.35 -0.52 4.42
9 H 0.45 -1.37 -0.26
10 H -0.81 -0.32 -1.10
11 H -1.00 1.04 0.95
12 H 0.23 0.03 1.76
13 C 1.77 0.73 -1.96
14 O 2.26 -0.42 -2.32
15 O 2.71 1.74 -1.75
16 H 3.49 1.32 -1.35
17 Lu 1.75 -2.36 -3.36
18 O 0.80 1.24 -2.81
19 H 0.13 1.65 -2.14